Below is a structure of composition C6H6Cl2FeLuN2O3, with properties calculated with the ωB97M-V functional and the def2-TZVPD basis.

## Properties
charge: +4
HOMO energy (alpha / beta): -0.9409 / -0.9397 Ha
⟨S²⟩: 8.78
lowest unoccupied orbital energy (alpha / beta): -15.93 / -18.43 eV
2S+1: 6

Element x y z (Å)
Lu -2.24 2.28 -2.44
Fe -0.71 0.42 -1.12
Cl -0.97 0.29 -3.27
Cl -2.43 1.66 -0.06
C 0.66 2.00 0.22
C -4.20 2.51 -3.82
C -4.03 3.93 -2.49
O 1.04 2.40 1.23
O -5.04 2.60 -4.64
O -4.87 4.75 -2.34
C 1.44 -3.17 2.13
N 1.92 -1.95 1.45
C 3.25 -1.43 1.81
C 1.11 -1.28 0.71
N 0.37 -0.68 0.02
H 2.27 -3.59 2.70
H 1.09 -3.90 1.38
H 0.61 -2.92 2.82
H 3.85 -1.28 0.91
H 3.16 -0.46 2.32
H 3.72 -2.16 2.48

These are the natural (NBO) partial charges, in e, on atoms 1 to 4: Lu 1.923; Fe 1.332; Cl -0.386; Cl -0.420

***

Below is a structure of composition C6H6Cl2HoN2O3SSm, with properties calculated with the ωB97M-V functional and the def2-TZVPD basis.

## Properties
charge: +4
HOMO energy (alpha / beta): -0.8161 / -0.8167 Ha
⟨S²⟩: 24.77
lowest unoccupied orbital energy (alpha / beta): -17.59 / -17.18 eV
2S+1: 10

Element x y z (Å)
Sm -0.64 -0.49 -4.07
Ho -0.02 -0.36 -1.21
Cl -1.28 -2.11 -2.28
Cl -1.15 1.61 -2.78
C 1.17 1.51 -0.49
C 0.05 -2.20 -5.32
C 0.14 0.68 -5.78
O 1.75 2.40 -0.05
O 0.36 -3.15 -5.92
O 0.50 1.37 -6.65
S -1.49 -1.27 0.52
C -0.64 -0.47 1.84
N 0.67 -0.56 2.13
C 1.00 0.18 3.33
C -0.34 0.70 3.82
N -1.29 0.26 2.81
H 1.35 -1.07 1.55
H 1.68 0.98 3.06
H 1.46 -0.49 4.05
H -0.37 1.78 3.88
H -0.63 0.25 4.76
H -2.28 0.43 2.81

These are the Mulliken partial charges, in e, on atoms 1 to 4: Sm 1.816; Ho 1.087; Cl -0.292; Cl -0.239

***

Below is an isolated molecule of C6H6Cl2N2O2, with properties calculated with the ωB97M-V functional and the def2-TZVPD basis.

## Properties
SMILES string: C/C(Cl)=C/[C@@H]1N=C(Cl)C=[N+]([O-])O1
HOMO energy: -0.3436 Ha
lowest unoccupied orbital energy: -0.28 eV

Element x y z (Å)
C -2.07 -1.10 0.71
C -0.86 -0.89 -0.03
Cl 0.18 -2.30 0.09
C -0.75 0.11 -0.95
C 0.54 0.69 -1.57
N 1.68 -0.20 -1.43
C 2.01 -0.17 -0.21
Cl 3.28 -1.08 0.47
C 1.36 0.52 0.83
N 0.73 1.61 0.56
O 0.16 2.42 1.21
O 0.69 1.90 -0.83
H -2.40 -0.19 1.15
H -1.74 -1.93 1.49
H -2.88 -1.58 0.13
H -1.49 0.97 -0.79
H 0.30 1.07 -2.66
H 1.25 0.16 1.84

These are the natural (NBO) partial charges, in e, on atoms 1 to 4: C -0.679; C 0.012; Cl 0.001; C -0.279

***

It is found that the electronic energy values, taken in the order of the records, are -3985.2925, -3490.3215, -1412.4109 hartree.
It is found that the energy above the lowest of the compared OMol25 structures with the same formula, charge and spin values, taken in the order of the records, are 29.5, 26.0, 59.9 kcal/mol.